Model a:
{
  "formula": "C4H16N2O2",
  "method": "ωB97M-V with the def2-TZVPD basis set",
  "homo_ev": [1.029, -5.769],
  "s_squared": 0.750,
  "multiplicity": 2,
  "total_charge": -1,
  "lumo_energy_ev": [3.46, 3.31],
  "homo_lumo_gap_ev": [2.43, 9.08],
  "elements": ["C", "C", "C", "N", "C", "N", "H", "H", "H", "H", "H", "H", "H", "H", "H", "H", "H", "H", "H", "H", "O", "H", "H", "O"],
  "positions_angstrom": [[-1.43433, -0.11422, 0.20870], [-0.90330, 0.65760, -0.93042], [-1.99748, 1.64955, -1.41855], [0.25170, 1.45728, -0.52209], [1.53511, 0.78775, -0.46966], [2.08536, 0.13485, -1.63571], [-2.31158, -0.61679, -0.16569], [-1.89944, 0.45058, 0.96887], [-0.76528, -0.87874, 0.50801], [-0.63761, -0.03895, -1.74603], [-2.97022, 1.16298, -1.46690], [-1.87697, 2.04351, -2.38493], [-2.10765, 2.52721, -0.87600], [0.38019, 2.35695, -0.98684], [1.34525, 0.10868, 0.36520], [2.11746, 1.81827, -0.04308], [1.51012, -0.64510, -1.83039], [2.26383, 0.58095, -2.50979], [1.38760, -2.49350, 1.37000], [1.22041, -3.68567, 0.45906], [0.69200, -3.05838, 1.06797], [-0.15633, 0.03122, 2.55154], [-0.95190, -1.31400, 2.81785], [-0.20541, -0.74620, 3.14869]]
}

Model b:
{
  "formula": "C4H16N2O2",
  "method": "ωB97M-V with the def2-TZVPD basis set",
  "homo_ev": [0.880, -5.121],
  "s_squared": 0.751,
  "multiplicity": 2,
  "total_charge": -1,
  "lumo_energy_ev": [3.75, 3.55],
  "homo_lumo_gap_ev": [2.87, 8.67],
  "elements": ["N", "C", "C", "N", "C", "C", "H", "H", "H", "H", "H", "H", "H", "H", "H", "H", "H", "H", "H", "H", "O", "H", "H", "O"],
  "positions_angstrom": [[-0.44879, 2.55976, 1.46043], [-0.35592, 1.67643, 0.32872], [-1.42484, 0.53011, 0.45923], [-1.22501, -0.73137, -0.31214], [-0.57573, -0.48730, -1.70446], [-0.09164, -1.83179, -2.18535], [0.29259, 2.26452, 2.21768], [-1.28762, 2.40948, 2.01066], [-0.39158, 2.10734, -0.57554], [0.66924, 1.24995, 0.22487], [-2.50022, 0.90851, 0.36912], [-1.62388, 0.21013, 1.55025], [-2.01689, -1.34492, -0.35645], [0.28886, 0.05908, -1.56844], [-1.24185, 0.25216, -2.24565], [0.93849, -1.59458, -2.53941], [-0.04235, -2.73826, -1.60455], [-0.57797, -2.06442, -3.05891], [2.54054, -0.11446, 0.02799], [2.84224, -0.99287, -0.98147], [2.52473, -0.11260, -0.95711], [0.62816, -0.50000, 1.87168], [0.27734, -1.66585, 3.09547], [0.92655, -1.20856, 2.47410]]
}

Ranking the structures above by energy, model a is first and the second is 26.6 kcal/mol behind.